{
  "formula": "C6H7N",
  "method": "ωB97M-V/def2-TZVPD",
  "species": ["C", "C", "C", "C", "C", "N", "C", "H", "H", "H", "H", "H", "H", "H"],
  "coordinates": [[1.45093, 0.71280, -1.27216], [0.59925, 0.17911, -0.38828], [0.22294, 0.53756, 1.00529], [-0.76844, -0.70783, 1.00777], [-1.96790, -0.90129, 1.78066], [-0.98222, -1.68620, 2.05819], [-0.40905, -0.98431, -0.51708], [1.72989, 0.23384, -2.29575], [1.99830, 1.52928, -1.07637], [1.04748, 0.23945, 1.73934], [-0.35990, 1.38207, 1.26094], [-2.99487, -0.69363, 1.97473], [-1.19712, -0.66953, -1.17962], [-0.09080, -2.07360, -0.90516]],
  "forces_ev_per_angstrom": [[-1.45, -3.98, -1.84], [0.32, -0.16, -2.07], [0.34, -3.37, 1.93], [0.67, 1.18, -2.08], [2.29, -1.32, -0.51], [-1.76, 0.69, 0.57], [0.88, -1.49, 0.39], [-0.98, 0.69, 1.93], [1.86, 2.94, 0.96], [-0.91, 1.09, -0.75], [0.11, 1.39, 0.09], [-0.43, -0.12, 0.44], [-0.55, 0.07, -0.26], [-0.40, 2.40, 1.20]],
  "molar_mass_da": 93.129,
  "homo_lumo_gap_ev": 10.269,
  "energy_ev": -7821.19051,
  "smiles": "C=C1CC2(C=N2)C1"
}